Formula: C22H23IO6
Source: the OMol25 dataset
Level of theory: the ωB97M-V functional and the def2-TZVPD basis

As for the frontier orbital gap: 7.938 eV. Its total charge is 0.

Geometry as XYZ:
```
52
C22H23IO6 | the OMol25 dataset | the ωB97M-V functional and the def2-TZVPD basis
I -0.561 1.860 0.301
O -2.390 -3.854 3.211
O -0.711 4.531 -1.264
O -2.811 -0.270 -0.295
O 3.605 -0.929 -0.112
O 1.117 3.879 -2.277
O 3.572 -0.817 2.073
C -6.420 -1.402 1.558
C -0.574 5.152 -3.551
C -5.057 -2.895 2.883
C -3.921 -2.296 2.350
C -2.793 -0.698 0.828
C 4.278 -2.909 1.202
C -4.037 -1.269 1.415
C 3.965 -1.572 -1.336
C 1.877 3.624 -3.458
C -6.308 -2.431 2.486
C -1.573 -0.730 1.670
C -0.521 0.188 1.589
C 0.702 -1.012 3.301
C 3.820 -1.474 1.098
C -5.285 -0.818 1.005
C -0.337 -1.923 3.397
C -1.467 -1.781 2.604
C 2.736 4.809 -3.848
C 2.882 -2.516 -1.818
C -2.578 -2.757 2.747
C 0.599 0.046 2.405
C -0.080 4.490 -2.286
H 2.131 5.681 -4.097
H -7.385 -1.039 1.242
H 4.861 -3.257 0.353
H 3.399 -3.543 1.316
H 4.895 -3.004 2.092
H -1.658 5.076 -3.569
H 1.939 -1.980 -1.923
H 1.227 3.297 -4.271
H -0.297 6.205 -3.521
H 4.935 -2.065 -1.243
H -0.191 4.708 -4.467
H -4.975 -3.697 3.597
H 3.153 -2.942 -2.784
H 2.510 2.776 -3.201
H -5.371 -0.027 0.279
H -0.258 -2.745 4.092
H 2.719 -3.334 -1.116
H -7.181 -2.899 2.913
H 1.389 0.772 2.316
H 3.389 5.087 -3.021
H 3.353 4.563 -4.713
H 1.594 -1.100 3.898
H 4.092 -0.760 -2.049
```



Formula: C22H23IrN9
Source: the OMol25 dataset
Level of theory: the ωB97M-V functional and the def2-TZVPD basis

As for the frontier orbital gap: 7.338 eV. Its total charge is +3. For the energy above the lowest of the compared OMol25 structures with the same formula, charge and spin, the calculation gives 4.0 kcal/mol.

Geometry as XYZ:
```
55
C22H23IrN9 | the OMol25 dataset | the ωB97M-V functional and the def2-TZVPD basis
Ir -0.064 -0.390 0.260
N 2.032 -0.087 0.187
N -0.118 -2.398 -0.048
N -0.104 -0.167 2.230
N -0.020 1.566 0.066
N 1.022 -0.178 2.981
N -2.129 -0.016 0.158
N 0.388 -6.275 0.693
N -0.162 -4.656 -0.910
N -0.005 -6.833 -1.503
C 3.601 1.693 -0.224
C -1.190 3.600 -0.106
C 4.369 -0.541 0.015
C 4.650 0.783 -0.229
C 1.223 3.558 -0.066
C -3.182 -0.856 0.240
C 2.827 -2.414 0.528
C 0.028 4.266 -0.110
C -3.001 -2.301 0.577
C -0.107 -3.524 -0.376
C -0.563 0.618 4.274
C -4.480 -0.384 0.034
C 0.769 0.261 4.220
C -1.067 0.351 3.010
C -4.717 0.943 -0.231
C 3.058 -0.966 0.229
C 0.082 -5.917 -0.554
C -1.189 2.218 -0.022
C 2.321 1.244 -0.003
C -2.371 1.325 -0.044
C 1.172 2.179 0.010
C -3.635 1.818 -0.252
H 2.644 -2.965 -0.397
H 3.789 2.742 -0.403
H -2.200 -2.451 1.296
H -1.100 1.001 5.125
H -2.114 4.154 -0.164
H 3.719 -2.832 0.989
H 1.538 0.266 4.976
H -3.790 2.870 -0.437
H -3.926 -2.686 0.998
H -2.070 0.469 2.639
H 2.167 4.082 -0.093
H 5.162 -1.275 0.049
H 0.170 -7.810 -1.331
H 1.875 -0.575 2.622
H 0.535 -7.240 0.946
H 1.977 -2.569 1.187
H -5.298 -1.087 0.095
H 0.426 -5.593 1.429
H -0.233 -6.547 -2.442
H 5.666 1.113 -0.404
H -2.781 -2.878 -0.323
H -5.722 1.307 -0.395
H 0.047 5.347 -0.165
```



Formula: C22H23N3O2S
Source: the OMol25 dataset
Level of theory: the ωB97M-V functional and the def2-TZVPD basis

As for the frontier orbital gap: 8.430 eV. Its total charge is 0. For the energy above the lowest of the compared OMol25 structures with the same formula, charge and spin, the calculation gives 55.3 kcal/mol.

Geometry as XYZ:
```
51
C22H23N3O2S | the OMol25 dataset | the ωB97M-V functional and the def2-TZVPD basis
S 0.922 -0.948 -2.185
O -0.594 1.763 -1.424
O -2.046 -0.175 0.615
N -1.623 -0.299 -2.966
N -1.459 -2.080 -1.548
N 1.826 -0.358 0.220
C 2.816 0.260 3.645
C 1.157 -1.487 2.254
C -3.029 -1.891 1.625
C -2.588 -0.976 2.612
C 1.037 -1.152 -0.441
C -0.399 3.264 -3.234
C -2.782 -1.866 -0.978
C -0.919 -1.066 -2.268
C 2.745 0.388 2.281
C 1.263 -1.576 3.654
C 3.511 1.435 1.538
C -1.096 0.848 -3.628
C 0.652 2.429 -1.279
C -0.585 -2.974 -0.809
C 0.268 -2.188 0.139
C -2.676 -1.351 0.422
C -1.176 2.068 -2.677
C -1.994 0.042 1.934
C 2.079 -0.715 4.333
C 0.990 3.039 -2.639
C 1.902 -0.495 1.559
C 0.333 -2.345 1.493
H 0.536 3.212 -0.516
H 1.396 1.706 -0.933
H -3.331 -2.811 -0.982
H -2.695 -1.070 3.674
H -3.545 -2.815 1.787
H -2.235 2.289 -2.498
H -0.826 4.195 -2.858
H -0.402 3.285 -4.321
H -3.282 -1.143 -1.625
H -1.200 -3.706 -0.284
H 0.690 -2.329 4.174
H 4.292 1.862 2.162
H -0.055 0.696 -3.940
H -0.236 -3.120 1.990
H 3.949 1.007 0.640
H -1.715 1.041 -4.507
H 1.568 3.956 -2.545
H -1.510 0.940 2.264
H 2.165 -0.779 5.408
H 0.057 -3.497 -1.530
H 3.455 0.926 4.208
H 2.836 2.231 1.224
H 1.554 2.327 -3.242
```



Formula: C22H23N3O2S
Source: the OMol25 dataset
Level of theory: the ωB97M-V functional and the def2-TZVPD basis

As for the frontier orbital gap: 8.443 eV. Its total charge is 0. For the energy above the lowest of the compared OMol25 structures with the same formula, charge and spin, the calculation gives 57.8 kcal/mol.

Geometry as XYZ:
```
51
C22H23N3O2S | the OMol25 dataset | the ωB97M-V functional and the def2-TZVPD basis
S -0.144 -0.976 -0.312
O 4.259 -2.985 0.761
O 3.584 2.015 0.320
N 0.492 1.420 0.813
N -2.758 -0.941 -0.141
N 1.848 -0.306 1.433
C -6.354 -0.622 0.076
C 3.732 3.645 -1.183
C 2.481 2.780 0.442
C -3.972 -0.366 -0.045
C 1.430 2.358 1.417
C 4.332 2.542 -0.659
C 3.770 -3.828 -0.270
C -2.953 1.833 0.019
C -4.125 1.045 0.049
C -4.929 -2.682 -0.132
C 3.464 -1.515 -0.868
C -0.423 1.953 -0.177
C 3.125 -2.930 -1.342
C -1.732 1.233 -0.099
C -5.416 1.593 0.157
C 0.883 0.121 0.758
C 3.659 -1.714 0.636
C 2.325 -1.646 1.412
C -6.508 0.769 0.170
C -5.116 -1.204 -0.032
C 2.520 3.798 -0.468
C -1.704 -0.180 -0.159
H 4.397 -1.171 -1.316
H 4.345 -0.983 1.074
H -7.235 -1.247 0.089
H -3.036 2.911 0.072
H 5.259 2.055 -0.886
H 3.521 -3.137 -2.333
H 2.680 -0.796 -1.090
H -0.561 3.017 0.023
H 1.898 1.842 2.255
H 3.046 -4.541 0.144
H -0.009 1.844 -1.194
H -7.501 1.184 0.253
H 4.625 -4.391 -0.657
H 0.867 3.226 1.769
H -5.526 2.665 0.228
H -4.395 -2.926 -1.048
H 1.787 4.567 -0.606
H -4.318 -3.034 0.697
H 2.045 -3.074 -1.366
H 2.523 -1.948 2.445
H 1.604 -2.343 0.965
H -5.885 -3.199 -0.121
H 4.099 4.268 -1.972
```